The following is a DFT calculation (ωB97M-V with the def2-TZVPD basis set) of a molecular structure, C28H41Br6N4O8Sr in a non-equilibrium geometry.

Cartesian coordinates (Å):
N 1.2439 -4.7417 2.8011
H 2.0074 -5.3362 2.5118
H 0.3409 -5.0755 2.4955
H 1.3316 -3.9740 2.1508
H 1.4402 -4.3772 3.7223
Sr -1.1872 -3.9479 -0.5247
C 0.3123 -0.0640 1.2913
C 0.8534 -1.4312 1.0093
O 0.0932 -2.5758 1.1859
H 0.0666 -0.1320 2.3511
H -0.5647 0.0855 0.6615
H 1.1181 0.6606 1.1742
H 1.7527 -1.5319 1.6169
H 1.3340 -1.3724 0.0328
C 1.8063 -3.7107 -2.2971
C 1.6171 -5.2198 -2.4543
O 0.4833 -5.7163 -1.8224
H 0.9860 -3.1854 -2.7861
H 2.7403 -3.4144 -2.7746
H 1.9263 -3.5197 -1.2307
H 2.5501 -5.5999 -2.0382
H 1.5761 -5.6291 -3.4637
Br 2.8357 2.3127 2.7961
C 1.9913 1.3510 4.2406
C 2.7728 1.4583 5.5851
Br 1.8490 0.1143 6.7770
H 1.8775 0.2982 3.9821
H 0.9883 1.7753 4.2866
H 2.6436 2.4622 5.9897
H 3.8588 1.4944 5.4984
Br -2.2351 0.3877 4.7037
C -1.6028 -1.2764 5.4680
C -1.7642 -2.4722 4.5365
Br -0.8434 -4.0146 5.3457
H -2.1188 -1.4144 6.4182
H -0.5409 -1.0394 5.5328
H -1.3785 -2.3648 3.5227
H -2.8143 -2.7615 4.5782
Br -2.6082 1.9742 1.3092
C -4.2970 1.9621 2.2004
C -4.5376 3.3503 2.7222
Br -6.4608 3.6332 3.1483
H -4.3294 1.1719 2.9505
H -4.9610 1.5770 1.4265
H -4.4262 3.9707 1.8330
H -3.9126 3.6985 3.5446
C -5.1432 -0.1898 -3.9861
C -4.5477 0.8973 -3.3865
C -3.3308 0.7573 -2.8131
C -2.6323 -0.5112 -2.8046
C -3.2170 -1.5670 -3.5212
C -4.4878 -1.4119 -4.0601
N -1.3019 -0.6392 -2.1708
O -0.7389 0.3195 -1.8188
O -0.8644 -1.8041 -2.0257
H -6.1424 -0.0545 -4.3730
H -5.0088 1.8739 -3.3943
H -2.8591 1.6408 -2.4090
H -2.6962 -2.5119 -3.5690
H -5.0931 -2.1985 -4.4858
C 3.8908 0.0355 -0.2821
C 3.3390 1.0170 -0.9875
C 3.5712 1.0857 -2.4376
C 4.1035 -0.0229 -3.1172
C 4.5731 -1.0980 -2.3031
C 4.5263 -0.9973 -0.9471
N 4.3058 -0.0461 -4.5848
O 3.7783 0.7984 -5.2335
O 4.9538 -0.9483 -5.0177
H 3.8048 0.0143 0.7942
H 2.7957 1.8289 -0.5270
H 3.0654 1.9341 -2.8745
H 4.9300 -2.0614 -2.6359
H 5.0049 -1.8164 -0.4310
C -0.3403 4.9940 -0.1953
C -0.7947 5.5613 -1.3428
C -0.5931 4.9649 -2.5654
C 0.0263 3.7081 -2.7281
C 0.3580 3.0702 -1.5212
C 0.0738 3.6471 -0.1870
N 0.1322 3.0812 -4.0234
O -0.9178 2.8907 -4.6756
O 1.2785 2.9520 -4.4980
H -0.4537 5.6675 0.6413
H -1.2646 6.5330 -1.3055
H -0.9185 5.6220 -3.3584
H 0.6867 2.0420 -1.5551
H 0.3339 3.1021 0.7084

Forces on atoms 1 to 6 (eV/Å):
N 1.4 0.2 -1.4
H 0.1 -0.9 0.0
H -0.4 -0.6 1.2
H -0.2 1.8 -0.8
H -1.0 -0.2 0.7
Sr 2.4 0.2 -0.9

Output
- Total charge: +1
- Relative energy (zero: lowest compared OMol25 entry of this formula, charge and spin): 241.8 kJ/mol

---

The following is a DFT calculation (ωB97M-V with the def2-TZVPD basis set) of a single C2H2N2O3 molecule in a non-equilibrium geometry.

Cartesian coordinates (Å):
C 0.8408 -1.0078 0.7853
C -0.1627 2.3813 0.3838
N 0.8407 0.3068 0.5166
N 0.6816 1.3355 1.2611
O 1.1994 1.6836 2.2881
O -0.1341 -1.4132 1.3622
O -1.1689 1.9667 -0.0546
H 1.5702 -1.6364 0.2895
H 0.2224 3.3315 -0.0224

Forces on atoms 1 to 6 (eV/Å):
C -1.4 -0.7 0.9
C -0.2 -0.8 -1.0
N 0.5 3.4 0.0
N 0.3 0.1 -3.2
O -0.1 -0.3 1.1
O 0.1 -1.3 0.7

Output
- Total charge: 0
- Relative energy (zero: lowest compared OMol25 entry of this formula, charge and spin): 449.6 kJ/mol

---

The following is a DFT calculation (ωB97M-V with the def2-TZVPD basis set) of a molecular structure, C5H7N3 in a non-equilibrium geometry.

Cartesian coordinates (Å):
C -2.7682 -0.1284 0.0558
C -0.5334 1.1935 0.0078
C 0.7630 0.7917 -0.1132
C 2.2427 0.6044 0.0417
C 0.6304 -0.6255 -0.0843
H -3.1830 -0.4970 -0.9078
H -2.9385 -0.8082 0.9046
H -3.2156 0.8238 0.2665
H -1.0507 2.1302 0.0167
H 2.7675 1.0551 0.9147
H 2.7957 0.9016 -0.8585
H 2.4383 -1.5223 -0.4488
N -1.3264 0.0977 -0.0378
N 1.9946 -0.8794 0.1673
N -0.6140 -1.0895 -0.0345

Forces on atoms 1 to 6 (eV/Å):
C 0.5 0.4 -0.3
C -0.8 0.9 -0.4
C -1.1 -1.6 0.4
C 1.1 0.6 -0.1
C -1.1 1.4 0.2
H 0.4 0.0 0.8

Output
- Total charge: 0
- Relative energy (zero: lowest compared OMol25 entry of this formula, charge and spin): 346.5 kJ/mol

---

The following is a DFT calculation (ωB97M-V with the def2-TZVPD basis set) of 2 unconnected molecules or ions with the total composition C4H8O2.

Cartesian coordinates (Å):
C -1.4790 -0.7763 -0.4802
C -0.2123 -0.1722 -1.0039
C 0.9880 -0.4866 -0.5253
O 1.1266 -1.4593 0.4442
H -1.4342 -0.9076 0.6072
H -2.3564 -0.1725 -0.7256
H -1.6091 -1.7735 -0.9113
H -0.2781 0.6004 -1.7665
H 1.9046 -0.0248 -0.8961
H 1.3936 -1.0673 1.2879
C 0.4884 1.5517 0.9814
O -0.1659 2.3375 0.3465
H 0.0458 0.7004 1.5409
H 1.5880 1.6501 1.1008

Forces on atoms 1 to 6 (eV/Å):
C -0.1 -0.1 0.0
C 0.2 -0.2 0.0
C -0.2 0.0 -0.5
O 0.0 0.0 0.2
H 0.0 0.0 -0.2
H 0.2 -0.1 0.0

Output
- Total charge: 0
- Relative energy (zero: lowest compared OMol25 entry of this formula, charge and spin): 261.5 kJ/mol
- SMILES: C/C=C\O.C=O

---

The following is a DFT calculation (ωB97M-V with the def2-TZVPD basis set) of a single C3H4N2O molecule in a non-equilibrium geometry.

Cartesian coordinates (Å):
O -1.9451 -0.7335 0.8656
C -0.7111 -0.2296 0.6388
C -0.5098 0.3852 -0.5766
N 0.8635 0.3922 -0.6931
C 1.3603 -0.1181 0.4506
N 0.4266 -0.4911 1.3114
H -2.1190 -0.7373 -0.1038
H -1.1404 1.1575 -0.9920
H 1.3744 0.6179 -1.5284
H 2.4216 -0.2188 0.6038

Forces on atoms 1 to 6 (eV/Å):
O -0.2 0.1 -0.3
C 0.3 0.1 -0.5
C 0.5 0.5 0.2
N 0.4 0.5 0.2
C 0.4 0.0 0.0
N -0.1 -0.3 -0.5

Output
- Total charge: 0
- Relative energy (zero: lowest compared OMol25 entry of this formula, charge and spin): 148.7 kJ/mol
- SMILES: Oc1c[nH]cn1

---

Repeat the fourth record exactly.
The following is a DFT calculation (ωB97M-V with the def2-TZVPD basis set) of 2 unconnected molecules or ions with the total composition C4H8O2.

Cartesian coordinates (Å):
C -1.4790 -0.7763 -0.4802
C -0.2123 -0.1722 -1.0039
C 0.9880 -0.4866 -0.5253
O 1.1266 -1.4593 0.4442
H -1.4342 -0.9076 0.6072
H -2.3564 -0.1725 -0.7256
H -1.6091 -1.7735 -0.9113
H -0.2781 0.6004 -1.7665
H 1.9046 -0.0248 -0.8961
H 1.3936 -1.0673 1.2879
C 0.4884 1.5517 0.9814
O -0.1659 2.3375 0.3465
H 0.0458 0.7004 1.5409
H 1.5880 1.6501 1.1008

Forces on atoms 1 to 6 (eV/Å):
C -0.1 -0.1 0.0
C 0.2 -0.2 0.0
C -0.2 0.0 -0.5
O 0.0 0.0 0.2
H 0.0 0.0 -0.2
H 0.2 -0.1 0.0

Output
- Total charge: 0
- Relative energy (zero: lowest compared OMol25 entry of this formula, charge and spin): 261.5 kJ/mol
- SMILES: C/C=C\O.C=O